Entry 1:
A molecular structure, C15H27KO4S5Si. Source: the Open Molecules 2025 dataset; level of theory: wB97M-V/def2-TZVPD.

The spin multiplicity is 1. Its charge is -2. The calculated total energy is -3769.4249 Eh. The calculation puts the HOMO-LUMO gap at 4.26 eV. The value obtained for the lowest unoccupied orbital energy is 3.97 eV.

```
53
C15H27KO4S5Si, DFT wB97M-V/def2-TZVPD
K -0.3343 -0.0720 0.9943
O 5.7512 -1.5601 4.9867
C 4.8418 -1.1103 4.3182
S 3.3225 -0.5417 4.9759
C 2.5334 -0.0339 3.4535
C 3.2627 -0.2182 2.3261
S 2.8239 0.0918 0.7065
S 4.8881 -0.9292 2.5742
S 0.9526 0.5833 3.6332
C -7.5227 -1.4809 1.4897
C -6.1814 -1.3258 2.2147
C -6.2266 -0.1193 3.1617
C -5.8914 -2.6019 3.0188
O -5.1306 -1.1608 1.3031
Si -5.0521 -0.2149 -0.0401
S -3.0884 0.0140 -0.5696
O -5.9326 1.1273 0.3590
C -6.2231 2.2860 -0.3707
C -7.6469 2.1660 -0.9445
C -6.1539 3.4709 0.6057
C -5.2462 2.5277 -1.5214
O -6.0092 -0.8593 -1.2432
C -5.6866 -1.9268 -2.0963
C -7.0086 -2.3992 -2.7231
C -5.0526 -3.0848 -1.3244
C -4.7149 -1.4384 -3.1762
H -8.3351 -1.5982 2.2065
H -7.4858 -2.3553 0.8425
H -7.6964 -0.6052 0.8738
H -7.0945 -0.1714 3.8205
H -6.2629 0.7848 2.5613
H -5.3189 -0.0949 3.7619
H -6.6881 -2.7754 3.7413
H -4.9449 -2.5018 3.5435
H -5.8203 -3.4583 2.3513
H -8.3861 2.1758 -0.1432
H -7.7182 1.2252 -1.4852
H -7.8483 2.9930 -1.6243
H -6.8688 3.3395 1.4165
H -6.3795 4.3994 0.0854
H -5.1543 3.5353 1.0274
H -5.3567 1.7399 -2.2617
H -4.2247 2.4934 -1.1528
H -5.4398 3.4973 -1.9804
H -7.6953 -2.7137 -1.9388
H -6.8293 -3.2335 -3.3971
H -7.4706 -1.5863 -3.2785
H -5.7266 -3.4361 -0.5479
H -4.1424 -2.7367 -0.8495
H -4.8194 -3.9115 -1.9919
H -5.2093 -0.7327 -3.8398
H -4.3175 -2.2630 -3.7642
H -3.8973 -0.9245 -2.6718
```

Taken from the Löwdin analysis, the atomic charges in e are:
1. K 0.433
2. O -0.153
3. C -1.119
4. S 0.861
5. C -1.276
6. C -1.279
7. S 0.247
8. S 0.857
9. S 0.245
10. C -0.032
11. C -0.656
12. C -0.023
13. C -0.032
14. O -0.152
15. Si -0.176
16. S 0.244
17. O -0.162
18. C -0.659
19. C -0.030
20. C -0.032
21. C -0.066
22. O -0.160
23. C -0.672
24. C -0.037
25. C -0.043
26. C -0.061
27. H 0.080
28. H 0.074
29. H 0.069
30. H 0.079
31. H 0.066
32. H 0.088
33. H 0.077
34. H 0.084
35. H 0.076
36. H 0.078
37. H 0.075
38. H 0.076
39. H 0.076
40. H 0.075
41. H 0.089
42. H 0.074
43. H 0.043
44. H 0.080
45. H 0.073
46. H 0.075
47. H 0.075
48. H 0.073
49. H 0.058
50. H 0.081
51. H 0.077
52. H 0.077
53. H -0.013

=====

Entry 2:
A molecular structure, C17H18N4O3S. Source: the Open Molecules 2025 dataset; level of theory: wB97M-V/def2-TZVPD.

The value obtained for the energy above the lowest of the compared OMol25 structures with the same formula, charge and spin is 17.733 eV. The spin multiplicity is 1. The calculated total energy is -1500.9658 Eh. The calculation puts the HOMO-LUMO gap at 6.64 eV. The value obtained for the lowest unoccupied orbital energy is -0.14 eV.

```
43
C17H18N4O3S, DFT wB97M-V/def2-TZVPD
C -0.6238 3.0666 1.6368
C 0.6570 2.2482 1.2607
C 0.8932 0.9151 1.8634
C 2.0257 0.2911 1.7094
C 3.0966 0.9128 0.8129
C 2.7474 2.0343 0.3208
C 1.5120 2.8241 0.6380
H 1.6676 3.6559 0.0322
H 3.6456 2.3059 -0.3977
H 3.8572 0.1750 0.6562
H 2.1417 -0.8682 2.3685
S -0.2383 0.2256 3.1366
O -0.8058 1.3749 3.9706
O 0.0457 -1.0923 3.4938
N -1.5313 0.0785 1.9312
C -1.4710 0.0019 0.6876
N -1.9857 1.0122 -0.2242
C -1.7022 0.8703 -1.4644
C -2.1334 1.6546 -2.4804
C -1.9763 1.6836 -3.6507
C -0.9037 0.7918 -4.1944
C -0.5490 -0.2619 -3.2273
C -0.7769 -0.2817 -1.9846
N -0.3507 -1.1615 -1.0955
C -0.2381 -1.2019 0.0446
N 0.0100 -2.0373 0.8138
H -0.2326 -1.7942 1.8458
C 0.8746 -3.2390 0.3659
H 1.4350 -3.3543 1.2622
H 1.2958 -2.6781 -0.5005
C 0.0358 -4.3886 -0.0529
O 0.8786 -5.2774 -0.5806
H 1.1774 -5.0450 -1.3894
H -0.5331 -4.5788 0.8209
H -0.7852 -3.8718 -0.7442
H 0.2206 -1.1330 -3.7701
H -0.6088 0.7739 -5.3385
H -2.5600 2.4152 -4.3186
H -2.8650 2.4648 -1.9410
H -2.4330 0.6052 2.2791
H -1.0515 3.0080 2.6427
H -0.5164 4.0575 1.6704
H -1.3455 2.8181 1.0909
```

Taken from the Löwdin analysis, the atomic charges in e are:
1. C 0.009
2. C -0.217
3. C -0.253
4. C -0.050
5. C -0.086
6. C -0.072
7. C -0.039
8. H 0.117
9. H 0.155
10. H 0.101
11. H 0.202
12. S 0.818
13. O -0.324
14. O -0.285
15. N -0.070
16. C -0.181
17. N 0.150
18. C -0.257
19. C -0.205
20. C -0.172
21. C -0.023
22. C -0.102
23. C -0.247
24. N 0.173
25. C -0.462
26. N 0.079
27. H 0.137
28. C -0.086
29. H 0.114
30. H 0.133
31. C -0.315
32. O 0.035
33. H 0.050
34. H 0.113
35. H 0.165
36. H 0.170
37. H 0.116
38. H 0.139
39. H 0.173
40. H 0.189
41. H 0.082
42. H 0.049
43. H -0.025